{
  "formula": "C4H7N3",
  "method": "ωB97M-V/def2-TZVPD",
  "species": ["N", "C", "C", "C", "N", "C", "N", "H", "H", "H", "H", "H", "H", "H"],
  "xyz": [[-2.52638, -0.24884, -0.00879], [-1.12247, -0.06971, -0.07837], [-0.03459, -0.90750, 0.06869], [1.13037, -0.08468, 0.08915], [2.45049, -0.51816, 0.34019], [0.71668, 1.21772, -0.07109], [-0.65514, 1.20502, -0.17121], [-2.90792, -0.79734, -0.77000], [-2.77358, -0.70329, 0.86350], [-0.06590, -1.98481, 0.18284], [3.12881, 0.16102, 0.01678], [2.65079, -1.40648, -0.10209], [1.26813, 2.14533, -0.02024], [-1.25927, 1.99172, -0.33936]],
  "e_homo_ev": -7.405,
  "relative_energy_kcal_mol": 1.3,
  "homo_lumo_gap_ev": 8.49
}

=====

{
  "formula": "C30H37BFeO3S",
  "method": "ωB97M-V/def2-TZVPD",
  "species": ["C", "O", "C", "C", "C", "C", "B", "C", "C", "C", "C", "C", "S", "O", "C", "C", "C", "C", "C", "C", "O", "C", "C", "H", "H", "H", "H", "H", "H", "H", "H", "H", "H", "H", "H", "H", "H", "H", "H", "H", "H", "H", "H", "H", "H", "H", "H", "C", "C", "C", "C", "C", "C", "C", "Fe", "C", "C", "C", "C", "C", "H", "H", "H", "H", "H", "H", "H", "H", "H", "H", "H", "H", "H"],
  "xyz": [[-6.14060, 2.66302, 1.09674], [-5.39261, 2.92870, -0.11024], [-4.05543, 3.16483, 0.00461], [-3.35945, 3.39890, -1.20976], [-1.98702, 3.49548, -1.20577], [-1.25594, 3.28190, -0.00943], [1.38545, -1.75687, -0.31024], [0.17121, 3.09825, -0.03624], [0.99617, 2.71786, 1.02301], [2.37817, 2.92120, 0.75446], [2.61027, 3.51921, -0.47292], [3.92111, 3.96894, -0.98606], [1.15247, 3.71559, -1.36467], [1.43053, -2.65266, 0.73958], [2.79071, -2.50392, 1.24041], [2.71890, -1.53856, 2.42820], [3.29400, -3.85077, 1.70908], [3.59015, -1.92549, -0.02236], [4.43530, -0.68085, 0.23798], [4.45814, -2.95984, -0.71418], [2.57619, -1.56772, -0.98556], [-1.96463, 3.17492, 1.20978], [-3.34746, 3.13267, 1.22939], [-7.16193, 2.51718, 0.74095], [-5.77792, 1.74914, 1.58839], [-6.09251, 3.51821, 1.78566], [-3.94700, 3.46915, -2.12697], [-1.46445, 3.70729, -2.13841], [0.62005, 2.26528, 1.93430], [3.18345, 2.68177, 1.44335], [4.58295, 4.22963, -0.15509], [4.38439, 3.15086, -1.55120], [3.80639, 4.84099, -1.63595], [3.71057, -1.40887, 2.87673], [2.32078, -0.55740, 2.13054], [2.05330, -1.94796, 3.20073], [4.33760, -3.75159, 2.04231], [2.70749, -4.20463, 2.56269], [3.24941, -4.60109, 0.91087], [5.22204, -0.89515, 0.97615], [4.91267, -0.37761, -0.70345], [3.83879, 0.16962, 0.59488], [5.32086, -3.20051, -0.08093], [3.88694, -3.87053, -0.93873], [4.81080, -2.54105, -1.66298], [-1.41006, 3.12370, 2.14459], [-3.88820, 3.03272, 2.17237], [0.54760, 0.22926, -1.79633], [0.48088, -0.24366, -0.36553], [-0.90607, -0.56149, 0.08536], [-2.12870, 0.08398, -0.35870], [-3.23696, -0.43764, 0.40714], [-2.71310, -1.42743, 1.32104], [-1.28684, -1.50867, 1.12088], [-2.26132, -1.86904, -0.56787], [-1.37347, -3.44107, -1.34639], [-1.53968, -2.39380, -2.34323], [-2.94836, -2.03679, -2.40484], [-3.66301, -2.89904, -1.47708], [-2.69371, -3.77209, -0.83163], [1.57316, 0.48843, -2.07810], [0.18711, -0.57375, -2.45946], [-0.08418, 1.11048, -1.95980], [0.97010, 0.43565, 0.34006], [-2.15976, 0.90876, -1.06044], [-4.26168, -0.08707, 0.33115], [-3.27492, -1.96310, 2.07793], [-0.56504, -2.07187, 1.70250], [-0.44398, -3.95203, -1.09888], [-0.77290, -2.05217, -3.03029], [-3.39213, -1.29974, -3.07310], [-4.74213, -2.93117, -1.35151], [-2.92297, -4.57885, -0.13944]],
  "e_homo_ev": [-3.791, -8.237],
  "relative_energy_kcal_mol": 107.8,
  "s2": 6.04,
  "homo_lumo_gap_ev": [4.41, 5.35],
  "multiplicity": 5
}

=====

{
  "formula": "C18H15BF13N2OsS",
  "method": "ωB97M-V/def2-TZVPD",
  "species": ["Os", "C", "C", "N", "C", "C", "C", "C", "N", "C", "C", "F", "C", "F", "C", "C", "F", "C", "F", "H", "H", "H", "H", "H", "H", "H", "H", "H", "H", "H", "H", "H", "H", "H", "F", "C", "C", "F", "C", "F", "C", "S", "C", "F", "C", "F", "F", "B", "F", "F", "F"],
  "xyz": [[0.07788, -0.11027, 0.11398], [-0.37719, 3.39514, -0.47132], [-0.48392, 2.84113, 0.94677], [0.43295, 1.70561, 1.21621], [0.32810, 1.30495, 2.64903], [-0.98915, 0.63562, 3.01080], [1.83653, 2.13393, 0.98755], [2.75446, 0.91966, 0.82894], [2.14768, 0.08870, -0.17620], [2.84264, -0.77800, -0.92577], [2.20762, -1.32652, -2.07447], [0.97274, -0.84375, -2.34955], [2.79522, -2.28557, -2.87190], [2.15685, -2.75057, -3.93611], [4.06939, -2.75466, -2.56788], [4.73499, -2.21677, -1.47537], [5.95823, -2.63512, -1.18896], [4.16311, -1.23839, -0.67382], [4.84743, -0.76486, 0.37171], [-1.31863, 3.85676, -0.75137], [-0.16447, 2.60396, -1.19045], [0.38954, 4.15972, -0.55203], [-1.49803, 2.48209, 1.13303], [-0.26495, 3.63873, 1.66547], [0.47897, 2.18858, 3.27772], [1.12852, 0.59228, 2.86318], [-1.80896, 1.34340, 3.10086], [-0.87695, 0.12862, 3.96758], [-1.23086, -0.13101, 2.27111], [2.17704, 2.77511, 1.80552], [1.88176, 2.70399, 0.05918], [2.87685, 0.35506, 1.76490], [3.75338, 1.25718, 0.53014], [4.53090, -3.52691, -3.16321], [-7.08358, -1.40581, -0.61140], [-5.85158, -0.96433, -0.78183], [-4.83636, -1.34368, 0.10795], [-5.11043, -2.14039, 1.12860], [-3.55514, -0.85770, -0.09901], [-2.53811, -1.16724, 0.73262], [-3.24820, -0.01900, -1.17495], [-1.64580, 0.55688, -1.46814], [-4.28043, 0.35625, -2.04994], [-4.00187, 1.17022, -3.05772], [-5.57564, -0.10292, -1.84923], [-6.55301, 0.26778, -2.66040], [0.84977, -1.87074, 1.71792], [0.79689, -2.93140, 0.77928], [-0.02482, -2.17207, -0.32066], [2.01035, -3.13698, 0.23573], [0.11828, -3.98674, 1.17590]],
  "e_homo_ev": [-12.155, -11.959],
  "relative_energy_kcal_mol": 20.8,
  "s2": 6.07,
  "homo_lumo_gap_ev": [8.14, 5.78],
  "total_charge": 1,
  "multiplicity": 5
}

=====

{
  "formula": "C4H9NO",
  "method": "ωB97M-V/def2-TZVPD",
  "species": ["C", "N", "C", "C", "C", "O", "H", "H", "H", "H", "H", "H", "H", "H", "H"],
  "xyz": [[0.82065, -1.43526, -0.49244], [0.50920, -0.22376, 0.24945], [-0.43620, -0.38512, 1.33910], [0.27821, 1.01064, -0.66000], [-0.95094, 1.74347, -0.66019], [-1.24102, 2.59754, -1.48867], [-0.05752, -1.73490, -1.08066], [1.10688, -2.23471, 0.19730], [1.65189, -1.23901, -1.17425], [-0.06436, -1.15214, 2.02434], [-0.53290, 0.56258, 1.87659], [-1.42383, -0.67656, 0.95850], [0.80706, 0.88214, -1.59848], [1.17556, 0.73514, 0.31775], [-1.64268, 1.54994, 0.19167]],
  "e_homo_ev": -7.839,
  "relative_energy_kcal_mol": 104.4,
  "homo_lumo_gap_ev": 8.45
}

=====

{
  "formula": "C20H28N2PrSi",
  "method": "ωB97M-V/def2-TZVPD",
  "species": ["C", "C", "C", "H", "C", "C", "H", "H", "H", "H", "Pr", "C", "H", "H", "H", "Si", "C", "C", "H", "C", "H", "C", "H", "C", "H", "C", "H", "C", "C", "H", "C", "H", "C", "H", "C", "H", "C", "H", "H", "H", "N", "C", "C", "N", "H", "H", "H", "H", "H", "H", "H", "H"],
  "xyz": [[0.65553, 1.87041, 3.79093], [1.12270, 2.31111, 2.50159], [0.00249, 2.84267, 1.79166], [2.15337, 2.25746, 2.14680], [-1.15372, 2.73446, 2.62676], [-0.75090, 2.13034, 3.86229], [-1.34808, 2.10261, 4.77430], [1.28069, 1.59775, 4.63307], [0.02218, 3.27625, 0.79129], [-2.12421, 3.18723, 2.44158], [-0.28468, 0.29089, 1.75178], [-0.31718, -3.72872, -1.25631], [0.78211, 0.01399, 0.00643], [-0.49526, -4.63670, -1.82360], [0.24340, -3.89258, -0.28485], [0.35303, 0.77841, -1.31679], [1.39682, -0.36857, -2.62358], [2.30864, 0.60944, -2.95099], [2.14824, 1.66400, -2.59871], [3.45172, 0.34690, -3.73006], [4.17415, 1.14295, -3.86558], [3.66661, -0.90050, -4.27805], [4.59378, -1.10652, -4.80105], [2.66903, -1.86267, -4.13631], [2.79610, -2.80973, -4.61042], [1.50171, -1.58052, -3.36637], [0.73239, -2.35442, -3.45131], [-1.23500, 0.90064, -2.43718], [-1.01204, 1.09045, -3.81583], [-0.00555, 0.91467, -4.24024], [-1.95315, 1.64690, -4.68341], [-1.67437, 1.86521, -5.74406], [-3.22416, 1.96815, -4.18231], [-3.94587, 2.45971, -4.84625], [-3.51165, 1.69517, -2.84656], [-4.51906, 1.92190, -2.47468], [-2.55318, 1.15553, -1.99761], [-2.84119, 1.00474, -0.95718], [0.25536, -2.87688, -1.72067], [-1.31473, -3.64373, -0.88268], [1.06776, -1.04146, 3.59537], [0.50642, -1.88538, 4.74077], [-0.73498, -1.25955, 5.27762], [-1.62215, -0.78255, 4.12730], [1.72725, -1.59500, 3.04454], [1.68262, -0.34069, 4.02634], [0.30928, -2.87800, 4.31760], [1.25767, -2.02334, 5.53459], [-1.28009, -1.99277, 5.90990], [-0.50998, -0.40480, 5.93845], [-2.37147, -0.20366, 4.52665], [-2.07839, -1.61121, 3.76502]],
  "e_homo_ev": [-9.532, -9.772],
  "s2": 2.39,
  "homo_lumo_gap_ev": [5.80, 6.29],
  "total_charge": 1,
  "multiplicity": 3
}

=====

Number 1: E_tot -320.88125 Eh. Number 2: E_tot -3077.54987 Eh. Number 3: E_tot -2616.21839 Eh. Number 4: E_tot -287.66611 Eh. Number 5: E_tot -1694.53670 Eh.